A structure of composition C8H9AlN3O8P2S. Source: OMol25; level of theory: wB97M-V/def2-TZVPD.

Values from the calculation:
Relative energy (zero: lowest compared OMol25 entry of this formula, charge and spin) (eV): 0.000
Electronic energy (eV): -65318.882
Gap between HOMO and LUMO (Eh): 0.303
Total charge: -1
Maximum force (eV Å⁻¹): 0.246
LUMO (eV): 2.6

Each line ends with the Mulliken charge.
Element x y z (Å)
Al  -0.494  0.651  -1.201  0.2704
N  -2.510  4.473  -0.672  -0.4594
C  -1.745  3.338  -0.601  0.5900
S  -1.260  2.627  -2.117  -0.4800
N  -1.435  2.914  0.585  -1.3457
N  -0.608  1.802  0.533  0.7956
C  -0.057  1.486  1.643  -0.3599
C  0.894  0.401  1.789  1.2114
C  1.332  0.059  3.072  -0.8158
C  2.273  -0.930  3.272  -0.6065
C  2.802  -1.584  2.158  -0.4713
C  2.399  -1.257  0.880  -0.1677
C  1.432  -0.259  0.663  -0.2137
O  1.059  0.016  -0.563  -0.5458
H  -3.039  4.595  -1.518  0.2420
H  -2.976  4.719  0.187  0.2410
H  -0.299  2.086  2.519  0.3607
H  0.909  0.588  3.919  0.3467
H  2.592  -1.194  4.271  0.3840
H  3.542  -2.364  2.296  0.3563
H  2.799  -1.757  0.008  0.4704
O  1.293  -2.018  -3.216  -0.4921
P  -0.248  -1.549  -3.252  0.7555
O  -0.871  -1.956  -4.516  -0.7596
O  -0.275  -0.070  -2.864  -0.1707
O  -0.788  -2.336  -1.951  -0.1102
P  -1.864  -1.989  -0.787  0.6695
O  -1.112  -2.631  0.476  -0.5386
O  -3.171  -2.613  -0.966  -0.7375
O  -1.795  -0.459  -0.631  -0.0509
H  1.451  -2.529  -4.020  0.2892
H  -0.228  -2.259  0.605  0.3428